# 1
{
  "formula": "H28O14",
  "method": "ωB97M-V/def2-TZVPD",
  "gap_ha": 0.360,
  "multiplicity": 1,
  "e_homo_ev": -10.334,
  "species": ["O", "H", "H", "O", "H", "H", "O", "H", "H", "O", "H", "H", "O", "H", "H", "O", "H", "H", "O", "H", "H", "O", "H", "H", "O", "H", "H", "O", "H", "H", "O", "H", "H", "O", "H", "H", "O", "H", "H", "O", "H", "H"],
  "positions_angstrom": [[-1.886, 1.943, -2.880], [-1.952, 1.273, -2.215], [-2.781, 2.216, -3.153], [-0.490, -2.678, -1.918], [0.000, -1.919, -2.066], [-0.838, -2.880, -2.800], [-0.097, -0.592, 3.459], [0.327, -1.443, 3.691], [-0.142, -0.608, 2.491], [2.791, 1.648, 0.994], [3.638, 2.053, 1.167], [2.448, 1.645, 1.880], [-1.293, 1.632, 1.468], [-0.908, 2.230, 0.835], [-1.818, 2.114, 2.115], [-0.030, 2.770, -0.495], [0.600, 3.426, -0.332], [-0.789, 3.332, -0.704], [0.593, -0.327, 0.173], [-0.214, -0.171, -0.350], [1.106, 0.479, 0.333], [4.157, -0.511, 2.133], [3.961, -1.403, 1.842], [3.572, -0.052, 1.496], [2.752, -1.451, -0.753], [3.291, -0.778, -1.192], [1.857, -1.097, -0.709], [-1.627, 0.104, -1.191], [-2.158, -0.599, -1.554], [-2.224, 0.525, -0.554], [-2.853, -2.257, -0.834], [-1.999, -2.235, -1.380], [-2.458, -1.954, 0.047], [-2.590, -0.830, 1.418], [-3.443, -0.669, 1.784], [-2.211, 0.032, 1.280], [1.415, 1.473, -2.368], [0.871, 1.774, -1.609], [1.185, 2.085, -3.065], [0.317, -2.870, 1.454], [0.426, -2.081, 0.895], [-0.505, -3.351, 1.165]],
  "lowdin_charge": [-0.0607, -0.0696, 0.0517, 0.0131, 0.0127, 0.0944, -0.0879, 0.0451, -0.0252, -0.0262, 0.0651, 0.0564, -0.0358, -0.0191, 0.0801, -0.0111, 0.0609, 0.0978, -0.0652, 0.0105, 0.0370, -0.0778, 0.0281, -0.0147, -0.0634, 0.0426, -0.0366, -0.0396, 0.0479, 0.0782, -0.1353, -0.0107, 0.0216, -0.0209, 0.0621, -0.0205, -0.0674, -0.0228, 0.0287, -0.0752, -0.0155, 0.0672]
}

# 2
{
  "formula": "C2H3NP2",
  "method": "ωB97M-V/def2-TZVPD",
  "gap_ha": 0.282,
  "multiplicity": 1,
  "smiles": "C1=NP=[PH]=C1",
  "e_homo_ev": -8.241,
  "species": ["C", "N", "P", "P", "C", "H", "H", "H"],
  "positions_angstrom": [[-0.835, 0.243, -0.820], [-1.279, -0.940, -0.635], [-0.882, -1.868, 0.578], [0.901, -0.498, 1.085], [0.239, 0.718, 0.012], [-1.283, 0.631, -1.695], [2.208, 0.097, 1.610], [0.931, 1.616, -0.135]],
  "lowdin_charge": [-0.4365, -0.4331, 0.6246, 0.6160, -0.4627, 0.0803, -0.0476, 0.0588]
}

# 3
{
  "formula": "C32H36ClF5Li4NO8S",
  "method": "ωB97M-V/def2-TZVPD",
  "charge": -1,
  "gap_ha": 0.045,
  "multiplicity": 1,
  "e_homo_ev": -3.204,
  "species": ["C", "C", "C", "C", "C", "C", "C", "C", "C", "C", "C", "O", "C", "C", "C", "C", "C", "C", "C", "C", "C", "C", "C", "C", "C", "C", "C", "O", "H", "H", "H", "H", "H", "H", "H", "H", "H", "H", "H", "H", "H", "H", "H", "H", "H", "H", "H", "H", "H", "H", "H", "H", "Li", "F", "Li", "C", "S", "O", "C", "H", "H", "H", "H", "H", "H", "C", "C", "O", "C", "O", "C", "F", "F", "F", "H", "H", "H", "H", "H", "H", "Cl", "Li", "Li", "N", "O", "O", "O", "F"],
  "positions_angstrom": [[0.447, -0.232, 3.667], [-0.672, -1.353, 3.249], [-0.368, -2.012, 1.812], [-1.663, -2.330, 0.927], [-2.552, -1.061, 0.556], [-4.099, -1.137, 0.887], [-5.062, 0.063, 0.542], [-4.548, 1.399, -0.112], [-3.025, 1.476, -0.422], [-2.063, 0.261, -0.095], [-0.491, 0.456, -0.443], [0.205, -0.422, -1.018], [0.089, 1.916, -0.034], [1.463, 2.112, 0.657], [1.934, 3.544, 1.062], [3.299, 3.903, 1.820], [4.639, 3.680, 0.961], [4.775, 2.251, 0.276], [4.903, 0.894, 1.025], [5.010, -0.429, 0.177], [4.982, -0.401, -1.396], [4.864, 0.952, -2.149], [4.759, 2.236, -1.286], [0.973, 4.730, 0.688], [-0.409, 4.551, -0.008], [-0.879, 3.122, -0.368], [-2.309, 2.779, -1.048], [-2.802, 3.438, -2.000], [1.311, -0.185, 2.897], [0.901, -0.551, 4.672], [-0.028, 0.824, 3.708], [-0.568, -2.192, 4.038], [-1.727, -0.927, 3.358], [0.139, -3.032, 2.024], [0.428, -1.372, 1.301], [-1.415, -2.942, -0.013], [-2.337, -3.021, 1.567], [-4.519, -2.077, 1.393], [-6.183, 0.012, 0.800], [-5.253, 2.273, -0.331], [2.144, 1.218, 0.919], [3.310, 3.376, 2.851], [3.248, 5.040, 2.074], [4.804, 4.489, 0.164], [5.536, 3.778, 1.693], [4.935, 0.852, 2.173], [5.101, -1.467, 0.644], [5.059, -1.367, -2.009], [4.862, 1.075, -3.284], [4.650, 3.236, -1.816], [1.274, 5.806, 0.949], [-1.091, 5.430, -0.255], [3.047, 3.750, -2.922], [-4.433, -3.802, 0.789], [2.971, 2.881, -5.355], [3.305, -4.934, 5.210], [2.594, -3.501, 4.367], [1.115, -3.546, 4.573], [2.920, -4.083, 2.694], [3.176, -4.803, 6.285], [2.794, -5.845, 4.892], [4.370, -5.001, 4.980], [2.433, -5.047, 2.530], [3.997, -4.176, 2.544], [2.518, -3.348, 1.990], [-3.352, -0.926, -4.239], [-4.516, -0.946, -3.266], [-5.574, -1.822, -3.654], [-5.454, -3.227, -3.382], [-5.159, -3.436, -2.120], [-4.506, -3.987, -4.385], [-4.638, -3.501, -5.638], [-4.830, -5.311, -4.471], [-3.193, -3.931, -4.087], [-3.699, -0.961, -5.275], [-2.754, -0.022, -4.095], [-2.686, -1.773, -4.079], [-4.960, 0.053, -3.268], [-4.180, -1.123, -2.240], [-6.487, -3.594, -3.734], [-7.913, -4.238, -3.927], [-4.473, -5.311, -2.247], [3.660, 6.707, 2.960], [1.266, 7.055, -2.352], [1.640, 6.297, -3.275], [1.761, 6.935, -1.211], [0.409, 7.922, -2.571], [2.852, -2.068, 0.533]],
  "lowdin_charge": [-0.1291, -0.2291, -0.2029, -0.1616, -0.0792, 0.0217, -0.0458, -0.0281, -0.0701, 0.0001, -0.2501, 0.0554, -0.0073, 0.0560, -0.1557, -0.1849, -0.1872, -0.2030, -0.0192, -0.0313, -0.0396, -0.0836, -0.1055, -0.0388, 0.0123, -0.0226, -0.2646, 0.0271, 0.0566, 0.0539, 0.0614, 0.0739, 0.0981, 0.1052, 0.0691, 0.1242, 0.1075, 0.0652, 0.0846, 0.0923, 0.1108, 0.1288, 0.0152, 0.1119, 0.1127, 0.1009, 0.0823, 0.0982, 0.0495, 0.0178, 0.0649, 0.1139, 0.3732, -0.6902, 0.4028, -0.2933, 0.7983, -0.5602, -0.2803, 0.0381, 0.0510, 0.0425, 0.0582, 0.0488, -0.0061, -0.0674, -0.2303, -0.0661, -0.5472, -0.0636, -0.5439, 0.1468, 0.0815, 0.1345, 0.0776, 0.0775, 0.0612, 0.1207, 0.1072, -0.1720, 0.1441, 0.8064, 0.8787, -0.6388, -0.1295, -0.1203, -0.0358, -0.6365]
}

The largest force on an atom results, record by record, are as follows: 3.243; 3.565; 6.292 eV/A.